Entry from the OMol25 dataset: a structure of composition C33H71HgN2O13S5 (ωB97M-V/def2-TZVPD).

Properties
Net charge: +1
Orbital gap: 5.94 eV

Positions of all 125 atoms, in Å:
Hg1 -2.292 1.216 2.252
O1 0.606 -0.565 0.077
C1 -0.258 -0.011 0.920
O2 -0.283 1.260 1.039
O3 -1.101 -0.712 1.530
H1 1.150 0.180 -0.229
C2 -1.534 -5.034 -0.061
C3 -0.622 -3.912 -0.561
N1 0.173 -4.303 -1.725
C4 -0.539 -3.964 -2.948
C5 -0.011 -4.714 -4.165
C6 1.505 -3.726 -1.657
C7 2.430 -4.559 -0.749
H2 -1.048 -5.694 0.658
H3 -1.957 -5.626 -0.870
H4 -2.358 -4.586 0.513
H5 -1.216 -3.001 -0.723
H6 0.075 -3.686 0.251
H7 -1.575 -4.305 -2.865
H8 -0.567 -2.868 -3.081
H9 -0.303 -5.763 -4.035
H10 -0.507 -4.432 -5.094
H11 1.070 -4.748 -4.285
H12 1.533 -2.667 -1.355
H13 1.941 -3.748 -2.659
H14 3.112 -3.877 -0.234
H15 2.996 -5.285 -1.326
H16 1.888 -5.067 0.048
C8 3.902 6.197 -1.645
C9 4.406 4.930 -0.994
N2 3.581 3.752 -1.251
C10 4.138 2.626 -0.512
C11 3.223 1.414 -0.406
C12 3.305 3.519 -2.666
C13 4.529 3.100 -3.496
H17 4.549 7.050 -1.424
H18 2.914 6.477 -1.269
H19 3.843 6.191 -2.734
H20 5.463 4.730 -1.236
H21 4.436 5.115 0.086
H22 5.103 2.331 -0.958
H23 4.420 2.971 0.485
H24 3.610 0.716 0.335
H25 2.227 1.771 -0.121
H26 3.144 0.889 -1.363
H27 2.788 4.379 -3.082
H28 2.585 2.700 -2.750
H29 4.257 2.998 -4.546
H30 4.882 2.131 -3.139
H31 5.345 3.814 -3.395
C14 -4.627 -2.075 -1.578
C15 -5.767 -1.558 -0.673
C16 -5.805 -0.045 -0.835
S1 -4.070 0.489 -1.013
O4 -3.417 0.956 0.207
O5 -3.963 1.298 -2.198
C17 -3.443 -1.192 -1.264
H32 -4.936 -2.083 -2.623
H33 -4.389 -3.097 -1.281
H34 -5.469 -1.769 0.356
H35 -6.732 -1.998 -0.905
H36 -6.321 0.525 -0.068
H37 -6.163 0.232 -1.830
H38 -3.035 -1.446 -0.281
H39 -2.584 -1.182 -1.935
C18 -0.359 1.410 -2.326
C19 0.260 0.217 -3.073
C20 1.038 0.747 -4.253
S2 -0.005 2.101 -4.891
O6 -0.971 1.513 -5.783
O7 0.822 3.198 -5.318
C21 -0.853 2.467 -3.327
H40 0.395 1.934 -1.732
H41 -1.107 0.983 -1.663
H42 -0.553 -0.421 -3.428
H43 0.880 -0.379 -2.405
H44 1.116 0.086 -5.114
H45 1.996 1.210 -4.028
H46 -1.927 2.473 -3.501
H47 -0.547 3.441 -2.951
C22 1.650 -1.080 3.910
C23 2.891 -0.905 3.013
C24 3.869 -2.044 3.258
S3 2.807 -3.435 3.791
O8 3.086 -3.750 5.166
O9 2.826 -4.450 2.765
C25 1.239 -2.522 3.676
H48 0.963 -0.303 3.578
H49 1.885 -0.986 4.973
H50 3.303 0.103 3.101
H51 2.573 -0.925 1.962
H52 4.462 -1.794 4.140
H53 4.483 -2.401 2.440
H54 0.524 -3.019 4.328
H55 0.894 -2.654 2.647
C26 0.162 5.543 0.020
C27 0.983 4.571 0.875
C28 0.368 4.622 2.262
S4 -1.413 4.760 2.004
O10 -1.978 5.797 2.816
O11 -2.012 3.419 2.056
C29 -1.329 5.268 0.260
H56 0.421 5.423 -1.031
H57 0.359 6.576 0.314
H58 2.019 4.901 0.910
H59 0.955 3.562 0.463
H60 0.636 5.565 2.748
H61 0.623 3.860 2.997
H62 -1.976 6.138 0.208
H63 -1.667 4.431 -0.349
C30 -3.800 -2.737 5.786
C31 -2.747 -3.517 4.977
C32 -2.244 -2.613 3.873
S5 -3.786 -1.899 3.242
O12 -4.348 -2.775 2.248
O13 -3.563 -0.499 2.863
C33 -4.673 -1.944 4.805
H64 -3.324 -2.086 6.517
H65 -4.431 -3.434 6.334
H66 -3.188 -4.426 4.565
H67 -1.958 -3.858 5.648
H68 -1.780 -3.106 3.023
H69 -1.683 -1.734 4.192
H70 -5.663 -2.364 4.630
H71 -4.837 -0.913 5.120

=====

Entry from the OMol25 dataset: a cluster of 10 separate species, C26H62N10O12 in total (ωB97M-V/def2-TZVPD).

Properties
Orbital gap: 9.28 eV

Positions of all 110 atoms, in Å:
C1 -1.877 -0.159 4.329
O1 -1.835 -0.270 3.108
N1 -2.729 -0.819 5.096
C2 -2.657 -0.685 6.563
C3 -3.598 -1.702 4.414
H1 -1.168 0.459 4.868
H2 -1.994 0.187 6.755
H3 -2.339 -1.563 7.114
H4 -3.713 -0.449 6.938
H5 -4.179 -1.291 3.556
H6 -3.049 -2.616 4.154
H7 -4.265 -1.949 5.221
C4 -0.561 -1.547 -2.723
O2 -0.444 -0.397 -2.321
N2 -0.059 -1.986 -3.994
C5 0.668 -1.063 -4.837
C6 -0.046 -3.395 -4.328
H8 -1.014 -2.339 -2.184
H9 1.533 -1.524 -5.285
H10 0.981 -0.156 -4.324
H11 0.038 -0.647 -5.598
H12 -0.289 -3.472 -5.379
H13 0.950 -3.801 -4.106
H14 -0.805 -3.938 -3.753
C7 -2.932 0.232 -5.274
O3 -3.101 -0.724 -6.053
N3 -3.256 0.308 -4.018
C8 -2.924 1.511 -3.280
C9 -3.798 -0.799 -3.293
H15 -2.525 1.175 -5.682
H16 -3.746 1.797 -2.624
H17 -2.659 2.257 -3.978
H18 -1.990 1.435 -2.620
H19 -3.984 -1.525 -4.108
H20 -3.032 -1.229 -2.667
H21 -4.670 -0.480 -2.902
C10 1.678 4.378 -1.472
O4 1.701 3.735 -0.445
N4 1.204 3.935 -2.650
C11 1.172 4.824 -3.883
C12 0.782 2.581 -2.884
H22 1.835 5.476 -1.543
H23 1.351 5.892 -3.711
H24 0.089 4.820 -4.212
H25 1.843 4.439 -4.681
H26 0.667 2.086 -1.898
H27 -0.313 2.562 -3.255
H28 1.404 1.958 -3.544
C13 -2.973 3.636 -0.562
O5 -3.798 2.741 -0.471
N5 -2.005 3.964 0.334
C14 -1.126 5.099 0.276
C15 -2.000 3.338 1.735
H29 -2.784 4.154 -1.522
H30 -0.122 4.692 0.640
H31 -1.376 5.922 0.885
H32 -0.926 5.471 -0.713
H33 -2.732 3.794 2.369
H34 -2.171 2.279 1.576
H35 -1.025 3.513 2.263
C16 4.686 3.301 -1.180
O6 4.258 3.636 -2.236
N6 5.169 2.082 -0.763
C17 5.354 1.758 0.607
C18 5.264 0.994 -1.746
H36 4.820 4.081 -0.369
H37 5.288 2.586 1.244
H38 6.314 1.264 0.817
H39 4.613 1.016 0.920
H40 5.875 0.188 -1.323
H41 4.317 0.647 -2.041
H42 5.732 1.394 -2.643
C19 0.883 -1.891 5.351
O7 1.220 -0.854 5.914
N7 1.623 -3.032 5.306
C20 1.136 -4.084 4.369
C21 2.870 -3.210 5.968
H43 -0.151 -2.070 4.989
H44 1.861 -4.444 3.643
H45 0.238 -3.809 3.864
H46 0.857 -4.973 4.942
H47 2.833 -4.177 6.497
H48 3.734 -3.190 5.250
H49 3.026 -2.422 6.736
C22 2.307 -5.129 0.549
O8 2.178 -5.781 1.564
N8 1.512 -4.108 0.127
C23 2.162 -3.270 -0.930
C24 0.520 -3.476 1.040
H50 3.107 -5.387 -0.142
H51 2.506 -2.303 -0.595
H52 1.497 -3.065 -1.810
H53 2.995 -3.839 -1.345
H54 1.057 -2.707 1.626
H55 -0.246 -3.008 0.446
H56 0.142 -4.235 1.666
C25 0.187 0.883 0.367
N9 1.610 0.361 0.124
O9 2.204 0.015 1.139
O10 2.022 0.244 -1.000
H57 -0.019 1.662 -0.329
H58 0.138 1.162 1.402
H59 -0.450 0.003 0.157
C26 -3.992 -0.360 0.290
N10 -3.571 -1.762 0.338
O11 -4.127 -2.523 1.077
O12 -2.567 -2.050 -0.304
H60 -4.820 -0.303 -0.454
H61 -3.131 0.219 0.120
H62 -4.343 -0.154 1.335

=====

Computed values of HOMO level (unit: Eh) for the preceding records, in sequence: -0.379; -0.330.
Computed values of electronic energy (unit: eV) for the preceding records, in sequence: -123313.208; -67431.558.
Computed values of max |F| (unit: Eh/bohr) for the preceding records, in sequence: 0.03092; 0.08693.